# 1
Below is a structure of composition C41H32CrGeN8O5 at a distorted geometry, with properties calculated with ωB97M-V with the def2-TZVPD basis set.

Summary:
Multiplicity: 5
Net charge: -2
LUMO energy (spin up / spin down) in eV: 3.13 / 3.13
HOMO level (spin up / spin down) in Eh: -0.00063 / -0.00284
Kohn-Sham gap (spin up / spin down) in eV: 3.151 / 3.212

Positions of all 88 atoms, in Å:
Cr: 1.38 -1.58 -1.55
C: 4.45 2.88 -1.46
N: 3.91 1.80 -0.68
C: 2.82 1.07 -0.92
N: 2.68 0.14 0.00
C: 3.75 0.35 0.80
N: 4.51 1.34 0.42
C: 3.80 4.22 -1.18
C: 4.61 5.34 -0.94
C: 4.02 6.59 -0.74
C: 2.66 6.74 -0.76
C: 1.83 5.62 -1.00
C: 2.43 4.36 -1.21
C: 0.42 5.76 -1.03
N: -0.31 6.85 -0.85
N: -1.59 6.51 -0.94
C: -1.65 5.22 -1.19
O: -0.39 4.67 -1.27
C: -2.79 4.39 -1.35
C: -4.11 4.85 -1.16
C: -5.16 3.97 -1.31
C: -4.95 2.64 -1.67
C: -3.65 2.18 -1.88
C: -3.44 0.74 -2.31
N: -2.19 0.17 -1.90
C: -0.96 0.38 -2.41
N: -0.04 -0.30 -1.75
C: -0.79 -0.91 -0.63
N: -2.18 -0.68 -0.86
C: -2.59 3.04 -1.72
H: 4.33 2.62 -2.52
H: 5.52 2.94 -1.24
H: 2.16 1.22 -1.75
H: 3.97 -0.24 1.67
H: 5.68 5.24 -0.92
H: 4.65 7.45 -0.55
H: 2.19 7.70 -0.61
H: 1.80 3.51 -1.39
H: -4.27 5.88 -0.88
H: -6.17 4.32 -1.15
H: -5.78 1.96 -1.78
H: -3.53 0.68 -3.41
H: -4.21 0.12 -1.85
H: -0.80 0.96 -3.30
H: -0.47 -0.40 0.32
H: -1.58 2.70 -1.86
O: 4.88 -1.43 -3.78
C: 3.89 -1.66 -3.10
O: 2.87 -0.92 -2.94
C: 3.76 -2.99 -2.25
O: 4.62 -3.86 -2.23
O: 2.65 -2.96 -1.61
C: -0.30 -2.35 -0.60
Ge: -0.70 -3.15 1.14
C: -2.40 -4.19 0.96
C: -2.55 -5.56 1.16
C: -3.76 -6.19 0.93
C: -4.85 -5.46 0.48
C: -4.71 -4.10 0.24
C: -3.49 -3.48 0.47
C: 0.84 -4.20 1.86
C: 2.10 -3.78 1.44
C: 3.24 -4.40 1.90
C: 3.15 -5.45 2.79
C: 1.90 -5.88 3.22
C: 0.76 -5.25 2.76
C: -1.00 -1.71 2.49
C: -2.25 -1.31 2.96
C: -2.39 -0.18 3.75
C: -1.27 0.56 4.09
C: -0.02 0.16 3.66
C: 0.11 -0.96 2.86
H: -0.92 -2.92 -1.32
H: -1.70 -6.14 1.49
H: -3.86 -7.26 1.09
H: -5.80 -5.95 0.30
H: -5.55 -3.53 -0.13
H: -3.36 -2.43 0.25
H: 2.17 -2.98 0.71
H: 4.21 -4.07 1.55
H: 4.05 -5.94 3.16
H: 1.83 -6.71 3.91
H: -0.21 -5.58 3.12
H: -3.12 -1.89 2.70
H: -3.37 0.13 4.08
H: -1.38 1.46 4.69
H: 0.85 0.74 3.93
H: 1.09 -1.26 2.50

In the Mulliken picture, each atom carries the following charge in e: 0.01 -1.33 1.25 -0.71 0.21 -0.57 -1.17 1.21 -0.74 -0.64 -1.05 -0.19 -0.04 0.61 -0.50 -0.59 0.71 -0.20 -0.17 -1.08 -0.54 -0.77 1.20 -1.65 0.64 -1.02 0.59 0.00 -0.67 0.01 0.33 0.39 0.62 0.53 0.38 0.37 0.51 0.72 0.50 0.37 0.43 0.31 0.43 0.71 -0.49 0.69 -0.75 0.58 -0.74 0.46 -0.73 -0.13 -0.53 1.85 0.05 -0.41 -0.60 -0.38 -0.82 -0.26 0.02 -0.13 -0.78 -0.50 -0.61 -0.41 -0.18 0.02 -0.63 -0.46 -0.54 -0.33 0.12 0.27 0.36 0.35 0.38 0.38 0.30 0.46 0.35 0.37 0.34 0.34 0.37 0.35 0.39 0.22

***

# 2
Below is a cluster of 7 separate species, C41H33FNO13S in total, with properties calculated with ωB97M-V with the def2-TZVPD basis set.

Summary:
Net charge: +1
LUMO energy in eV: -3.98
HOMO level in Eh: -0.41270
Kohn-Sham gap in eV: 7.249

Positions of all 90 atoms, in Å:
C: 1.73 -3.80 -2.56
C: 3.08 -4.38 -2.85
N: 4.03 -4.37 -2.01
C: 3.28 -4.95 -4.26
S: 2.97 -3.58 -5.42
C: 4.39 -2.53 -5.05
C: 4.44 -1.30 -5.92
O: 5.42 -0.69 -6.11
F: 3.24 -0.95 -6.42
H: 1.03 -4.14 -3.32
H: 1.40 -4.05 -1.56
H: 1.81 -2.72 -2.63
H: 4.89 -4.77 -2.37
H: 2.58 -5.75 -4.49
H: 4.30 -5.28 -4.42
H: 3.25 -4.14 -6.61
H: 5.32 -3.08 -5.12
H: 4.21 -2.20 -4.03
C: -1.18 0.41 -1.88
C: -1.32 1.60 -1.29
C: -0.28 2.13 -0.38
O: -0.42 3.19 0.17
C: 0.94 1.30 -0.16
C: 1.07 0.11 -0.74
C: 0.02 -0.42 -1.64
O: 0.14 -1.52 -2.16
H: -1.93 -0.01 -2.54
H: -2.20 2.22 -1.43
H: 1.68 1.71 0.51
H: 1.94 -0.52 -0.58
C: -1.16 5.49 3.67
C: -1.36 4.45 2.88
C: -1.68 3.11 3.44
O: -1.87 2.15 2.71
C: -1.78 2.98 4.91
C: -1.58 4.03 5.71
C: -1.26 5.37 5.15
O: -1.08 6.33 5.87
H: -0.92 6.47 3.29
H: -1.30 4.52 1.80
H: -2.02 2.00 5.30
H: -1.65 3.96 6.79
C: -6.34 6.38 1.88
C: -5.15 6.22 1.31
C: -3.94 6.91 1.84
O: -2.85 6.76 1.32
C: -4.11 7.77 3.03
C: -5.30 7.93 3.60
C: -6.51 7.25 3.07
O: -7.59 7.39 3.59
H: -7.23 5.89 1.51
H: -5.00 5.60 0.44
H: -3.22 8.26 3.40
H: -5.45 8.55 4.47
C: 9.77 -0.89 -4.20
C: 8.58 -1.41 -4.51
C: 8.40 -2.87 -4.67
O: 7.32 -3.35 -4.96
C: 9.58 -3.74 -4.48
C: 10.77 -3.23 -4.16
C: 10.96 -1.76 -4.00
O: 12.03 -1.30 -3.71
H: 9.92 0.17 -4.07
H: 7.70 -0.79 -4.66
H: 9.42 -4.80 -4.60
H: 11.65 -3.84 -4.02
C: -6.89 -1.00 3.94
C: -6.06 -0.53 4.86
C: -5.05 0.51 4.53
O: -4.28 0.93 5.37
C: -5.01 1.00 3.13
C: -5.84 0.53 2.21
C: -6.85 -0.51 2.54
O: -7.61 -0.94 1.69
H: -7.64 -1.75 4.16
H: -6.07 -0.87 5.89
H: -4.25 1.75 2.91
H: -5.82 0.87 1.18
C: -2.11 -3.24 0.96
C: -1.41 -4.05 0.17
C: -1.26 -5.49 0.47
O: -0.62 -6.21 -0.26
C: -1.92 -6.00 1.70
C: -2.62 -5.20 2.49
C: -2.77 -3.75 2.19
O: -3.41 -3.02 2.91
H: -2.24 -2.18 0.75
H: -0.93 -3.70 -0.74
H: -1.79 -7.06 1.90
H: -3.11 -5.55 3.39

In the Mulliken picture, each atom carries the following charge in e: -0.88 0.46 -0.60 -0.77 0.11 0.06 0.30 -0.35 -0.23 0.31 0.29 0.30 0.29 0.43 0.49 0.32 0.17 0.42 -0.40 -0.42 0.33 -0.54 -0.51 -0.28 0.41 -0.54 0.45 0.48 0.46 0.50 -0.33 -0.39 0.37 -0.49 -0.36 -0.41 0.24 -0.57 0.49 0.61 0.43 0.45 -0.40 -0.42 0.56 -0.56 -0.26 -0.42 0.32 -0.54 0.43 0.45 0.43 0.42 -0.39 -0.21 0.48 -0.54 -0.42 -0.37 0.24 -0.50 0.43 0.36 0.41 0.41 -0.45 -0.38 0.47 -0.52 0.07 -0.57 0.34 -0.57 0.42 0.44 0.27 0.46 -0.37 -0.19 0.36 -0.57 -0.36 -0.41 0.21 -0.47 0.57 0.40 0.42 0.42

***

# 3
Below is a structure of composition C41H35ClMnN2Si2 at a distorted geometry, with properties calculated with ωB97M-V with the def2-TZVPD basis set.

Summary:
Multiplicity: 4
Net charge: +2
LUMO energy (spin up / spin down) in eV: -7.06 / -6.93
HOMO level (spin up / spin down) in Eh: -0.42460 / -0.45262
Kohn-Sham gap (spin up / spin down) in eV: 4.496 / 5.382

Positions of all 82 atoms, in Å:
C: -1.62 -1.34 0.24
C: -2.43 -0.62 -0.72
C: -2.64 -1.46 -1.86
H: -2.87 0.36 -0.58
C: -1.99 -2.72 -1.60
C: -1.40 -2.66 -0.30
H: -0.93 -3.49 0.21
H: -1.24 -0.97 1.19
H: -3.29 -1.24 -2.71
H: -2.02 -3.60 -2.24
Mn: -0.52 -1.13 -1.55
Si: 2.46 2.22 -3.77
C: 1.20 3.48 -4.26
C: 1.24 4.17 -5.47
H: 2.10 4.06 -6.14
C: 0.17 4.98 -5.86
H: 0.22 5.51 -6.82
C: -0.98 5.07 -5.08
H: -1.83 5.65 -5.43
C: -1.02 4.41 -3.85
H: -1.92 4.45 -3.24
C: 0.09 3.69 -3.41
H: 0.07 3.26 -2.41
C: 1.44 0.61 -3.38
C: 0.00 0.45 -3.16
H: -0.58 1.37 -3.19
C: -0.73 -0.73 -3.59
H: -1.72 -0.68 -4.01
C: 0.02 -1.99 -3.33
H: -0.42 -2.95 -3.56
C: 1.42 -1.87 -3.11
H: 2.03 -2.77 -2.99
C: 2.09 -0.67 -3.43
H: 3.16 -0.68 -3.64
H: 3.28 2.20 -2.42
Si: 0.60 -0.72 -4.75
C: 0.87 -2.02 -6.14
C: -0.10 -2.11 -7.13
H: -1.00 -1.49 -7.09
C: 0.10 -2.93 -8.24
H: -0.62 -2.91 -9.05
C: 1.23 -3.75 -8.30
H: 1.38 -4.39 -9.16
C: 2.17 -3.72 -7.26
H: 3.05 -4.36 -7.30
C: 2.01 -2.83 -6.19
H: 2.79 -2.77 -5.42
C: 0.19 0.64 -6.11
C: -1.01 1.35 -6.11
H: -1.74 1.27 -5.30
C: -1.33 2.19 -7.18
H: -2.31 2.70 -7.21
C: -0.39 2.43 -8.19
H: -0.62 3.12 -9.00
C: 0.86 1.80 -8.14
H: 1.63 2.03 -8.89
C: 1.12 0.90 -7.11
H: 2.08 0.38 -7.12
H: 3.23 3.06 -2.78
Cl: 3.75 1.81 -5.32
C: 2.78 -3.33 0.66
C: 1.75 -3.00 -0.23
N: 1.28 -1.75 -0.35
C: 1.80 -0.77 0.44
C: 2.84 -1.04 1.37
C: 3.35 -2.35 1.44
C: 3.28 0.04 2.20
C: 2.69 1.28 2.16
C: 1.60 1.57 1.28
C: 0.92 2.81 1.24
C: -0.15 2.97 0.36
C: -0.52 1.90 -0.47
N: 0.12 0.72 -0.45
C: 1.18 0.54 0.40
H: 3.10 -4.37 0.69
H: 1.29 -3.76 -0.86
H: 4.15 -2.57 2.15
H: 4.11 -0.16 2.89
H: 3.04 2.09 2.81
H: 1.25 3.61 1.90
H: -0.70 3.91 0.29
H: -1.35 2.02 -1.16

In the Mulliken picture, each atom carries the following charge in e: -0.67 -0.27 -1.09 0.74 -1.05 -0.32 0.70 0.48 0.57 0.47 0.31 0.08 0.44 -0.38 0.36 -0.64 0.44 -0.72 0.46 -0.47 0.47 -0.33 0.68 0.43 0.46 1.42 -0.93 1.46 -0.76 1.13 -1.46 0.70 -1.37 0.72 0.22 0.24 0.25 -0.02 0.32 -0.83 0.45 -0.60 0.41 -0.79 0.41 -0.58 0.30 0.29 0.02 0.11 -0.85 0.45 -0.54 0.46 -1.14 0.45 -0.21 0.71 0.27 -0.18 -1.23 -0.31 0.54 -0.20 0.95 -0.73 -1.00 -0.93 1.00 -0.99 -0.90 -0.88 0.64 -0.02 0.46 0.69 0.48 0.44 0.44 0.49 0.51 0.86